126
Properties=species:S:1:pos:R:3:mulliken_charge:R:1 method="wB97M-V/def2-TZVPD" homo_lumo_gap_ev=7.04 e_homo_ev=-9.594 e_lumo_ev=-2.555 total_charge=+1 largest_force_ha_per_bohr=0.0222
Y 0.143 -0.276 0.163 0.245
O -3.598 -2.952 -4.135 -0.537
C -3.976 -3.394 -2.938 0.349
O -4.769 -4.285 -2.799 -0.575
C -3.380 -2.724 -1.745 0.115
C -3.826 -2.930 -0.453 -0.526
N -3.051 -2.201 0.354 -0.141
N -2.113 -1.522 -0.316 0.120
C -2.301 -1.845 -1.593 -0.564
C -1.326 -1.259 -2.546 0.603
O -1.559 -1.184 -3.741 -0.822
O -0.258 -0.838 -1.950 0.630
H -2.912 -2.248 -4.064 0.450
H -4.639 -3.538 -0.089 0.577
H -3.067 -2.058 1.360 0.218
Se -2.928 -1.929 6.911 -0.369
P -1.335 -0.735 6.287 -0.106
C -1.608 1.008 6.712 0.737
C -1.775 1.983 5.730 0.191
C -2.095 3.287 6.081 -0.760
C -2.251 3.630 7.416 -0.551
C -2.113 2.659 8.399 -0.999
C -1.810 1.353 8.048 -0.501
C 0.237 -1.348 6.961 0.423
C 1.060 -2.162 6.187 0.190
C 2.169 -2.782 6.751 -0.722
C 2.479 -2.575 8.084 -0.574
C 1.663 -1.764 8.865 -0.955
C 0.541 -1.170 8.313 -0.100
C -1.025 -0.683 4.473 -0.081
C -0.109 -0.138 3.573 -0.372
N -0.571 -0.449 2.325 1.047
N -1.698 -1.147 2.477 -0.129
N -1.980 -1.299 3.732 -0.911
P 1.431 0.826 3.583 1.057
Se 1.688 1.723 1.622 -0.269
C 1.462 2.109 4.836 0.574
C 1.514 1.786 6.193 0.089
C 1.579 2.791 7.142 -0.970
C 1.583 4.121 6.745 -0.856
C 1.530 4.449 5.399 -0.698
C 1.474 3.446 4.441 -1.050
C 2.829 -0.283 3.896 0.392
C 3.770 -0.053 4.894 -0.159
C 4.851 -0.914 5.042 -0.838
C 4.989 -2.015 4.215 -0.719
C 4.051 -2.252 3.214 -0.529
C 2.989 -1.382 3.052 0.188
H -1.668 1.730 4.683 0.430
H -2.228 4.034 5.309 0.449
H -2.503 4.647 7.690 0.418
H -2.271 2.912 9.439 0.450
H -1.786 0.592 8.816 0.518
H 0.822 -2.350 5.148 0.499
H 2.788 -3.427 6.141 0.465
H 3.344 -3.057 8.523 0.439
H 1.888 -1.616 9.913 0.448
H -0.108 -0.585 8.947 0.174
H 1.518 0.755 6.515 0.493
H 1.618 2.532 8.192 0.518
H 1.626 4.906 7.491 0.417
H 1.537 5.486 5.090 0.458
H 1.444 3.703 3.391 0.309
H 3.695 0.812 5.537 0.537
H 5.584 -0.719 5.814 0.464
H 5.829 -2.686 4.340 0.413
H 4.163 -3.101 2.552 0.506
H 2.286 -1.553 2.248 -0.090
C 3.098 2.124 -1.899 -1.715
P 1.696 0.924 -1.947 1.626
C 2.324 -0.226 -3.224 0.828
C 3.606 -0.757 -3.043 -0.746
C 4.142 -1.644 -3.966 -0.679
C 3.396 -2.025 -5.076 -0.505
C 2.115 -1.520 -5.248 -0.927
C 1.578 -0.629 -4.326 -0.572
C 0.352 1.936 -2.650 0.884
C 0.384 2.494 -3.925 -0.150
C -0.641 3.326 -4.351 -1.066
C -1.697 3.634 -3.501 -0.693
C -1.730 3.114 -2.215 -1.203
C -0.713 2.264 -1.810 -0.025
P 2.770 3.684 -0.971 0.259
C 2.138 4.793 -2.289 0.634
C 2.827 5.022 -3.481 -0.701
C 2.339 5.921 -4.414 -0.703
C 1.160 6.618 -4.158 -0.554
C 0.473 6.404 -2.974 -0.605
C 0.960 5.489 -2.046 -0.301
C 4.474 4.342 -0.769 0.876
C 5.643 3.702 -1.164 -0.269
C 6.881 4.310 -0.977 -0.726
C 6.962 5.564 -0.394 -0.486
C 5.800 6.209 0.015 -0.597
C 4.570 5.600 -0.166 -0.716
H 3.452 2.330 -2.911 0.865
H 3.896 1.612 -1.357 0.747
H 4.201 -0.475 -2.182 0.132
H 5.146 -2.025 -3.827 0.447
H 3.813 -2.712 -5.801 0.435
H 1.520 -1.825 -6.099 0.482
H 0.560 -0.285 -4.450 0.297
H 1.217 2.289 -4.588 0.532
H -0.608 3.750 -5.346 0.495
H -2.488 4.292 -3.837 0.443
H -2.538 3.363 -1.540 0.489
H -0.752 1.897 -0.781 0.294
H 3.765 4.510 -3.674 0.403
H 2.884 6.096 -5.333 0.446
H 0.786 7.334 -4.879 0.414
H -0.441 6.948 -2.769 0.480
H 0.424 5.322 -1.118 0.389
H 5.613 2.723 -1.628 0.349
H 7.782 3.800 -1.294 0.415
H 7.925 6.038 -0.255 0.387
H 5.854 7.186 0.478 0.410
H 3.669 6.110 0.157 0.350
N 3.073 -3.906 -1.651 -0.741
N 2.027 -3.632 -0.796 1.034
N 1.246 -4.577 -0.313 -1.051
C 0.436 -3.878 0.475 -0.350
N 0.750 -2.582 0.454 -0.168
N 1.787 -2.446 -0.365 0.157
H 2.869 -4.800 -2.083 0.327
H 3.145 -3.145 -2.328 0.259
H -0.370 -4.306 1.047 0.539